Record 1
Formula: C57H60N2PtSSb2
Source: OMol25
Level of theory: ωB97M-V/def2-TZVPD

Each line ends with the Löwdin charge.
Cartesian coordinates (Å):
C -0.73 -5.01 2.37  -0.04
H -5.22 -4.37 0.86  0.10
H -1.49 2.26 -6.48  0.12
H 6.59 0.90 1.94  0.10
C -0.38 5.21 -5.25  -0.04
Sb -2.15 3.70 -1.52  1.45
C -4.13 -0.94 -1.40  -0.14
H -2.02 -3.36 -4.21  0.09
C 0.27 6.60 0.69  -0.05
C 6.37 0.01 -0.04  -0.55
N 0.49 -0.18 1.98  -0.01
H -1.99 -6.27 3.57  0.13
H -1.13 -1.84 -4.03  0.08
H 2.27 0.00 -2.28  0.13
C 2.99 -1.25 6.08  -0.01
H -0.27 4.29 -7.17  0.13
H -0.57 0.01 5.14  0.13
C -3.21 -1.72 -3.50  -0.28
Pt -0.15 -0.33 -0.19  0.67
C -0.79 5.08 -3.93  -0.10
C 6.90 0.01 1.40  -0.04
H 7.94 -1.32 -0.66  0.11
H -7.98 2.41 -0.98  0.13
H 0.47 0.90 7.05  0.10
C -3.12 -4.15 1.16  -0.28
C -0.16 5.57 -0.14  -0.15
C -4.25 3.17 -1.37  -0.34
C 0.54 -4.26 -2.57  -0.30
H 1.59 0.00 8.04  0.11
H -2.25 -2.08 -5.38  0.10
C 4.18 0.03 -1.32  0.05
C -0.65 7.30 1.46  -0.03
H -4.07 -5.50 2.52  0.14
H 1.32 6.84 0.74  0.12
H 0.55 5.01 -0.73  0.09
H 3.40 0.03 3.56  0.12
H -4.47 -1.41 -5.19  0.13
H 4.72 0.09 -2.25  0.14
C -0.62 4.19 -6.16  -0.03
C -0.32 -0.13 3.03  -0.08
H 0.13 6.11 -5.56  0.13
H 6.44 -2.15 -0.27  0.10
C -1.95 -5.52 2.79  -0.01
H 0.23 -7.35 -3.95  0.13
C 2.34 -0.02 3.44  0.08
H -7.06 2.94 -3.20  0.13
C -2.00 7.00 1.39  -0.04
C 0.87 -5.43 -3.27  0.00
C 2.80 -0.02 -1.34  -0.09
H 1.86 -5.54 -3.67  0.13
C 4.06 -0.03 1.05  0.10
S -0.65 2.05 -0.65  0.13
H 6.58 -0.89 1.93  0.09
C -3.14 -1.60 -2.12  -0.31
H -6.28 -0.36 -3.92  0.13
H -2.71 7.56 1.97  0.13
C -5.26 -0.50 -2.04  -0.04
H 3.79 1.29 5.35  0.08
H -3.50 5.76 0.51  0.11
C 1.81 -0.10 2.16  -0.18
H 3.45 -1.28 7.07  0.11
H -4.02 -0.80 -0.33  0.10
C 0.14 -0.04 4.33  0.06
C 1.09 0.01 7.07  -0.04
C 2.67 -0.08 0.96  -0.17
C -1.88 -3.65 0.76  -0.29
H 7.96 1.33 -0.65  0.11
C -1.52 5.29 -0.19  -0.36
H 6.46 2.17 -0.28  0.10
H 4.52 -0.02 2.02  0.11
C -1.34 -6.32 -2.91  -0.03
C -4.41 -3.72 0.55  -0.03
H 6.60 -1.27 -1.79  0.09
C -4.37 -1.29 -4.13  0.00
H 0.25 -3.65 1.04  0.09
C -0.76 -4.16 -2.07  -0.31
H -4.36 -3.73 -0.54  0.07
C 6.88 1.28 -0.74  -0.01
H 6.63 1.29 -1.80  0.09
H -2.68 -5.08 -1.80  0.11
C 3.00 1.27 6.09  -0.01
C 2.12 0.01 5.95  -0.55
H -6.52 2.42 1.01  0.12
C -5.06 3.19 -2.49  -0.11
C -5.39 -0.69 -3.41  0.00
Sb -1.47 -2.41 -0.99  1.59
H 7.99 0.00 1.38  0.11
C -4.76 2.90 -0.10  -0.13
H 2.49 -3.44 -2.83  0.10
H -6.05 -0.02 -1.48  0.11
C -2.09 -2.28 -4.32  -0.03
H 2.40 2.17 5.97  0.10
C 1.54 -3.17 -2.38  -0.07
H 3.45 1.29 7.07  0.11
C -3.12 -5.09 2.20  0.01
H -2.06 -7.11 -3.04  0.13
C -1.45 3.93 -3.56  -0.36
H -4.67 3.45 -3.47  0.11
H -1.38 -0.17 2.83  0.13
C -6.93 2.63 -1.09  -0.05
C -0.06 -6.44 -3.43  -0.01
C -1.71 2.90 -4.45  -0.14
C 1.52 -0.01 4.57  -0.10
H 0.46 -0.88 7.04  0.09
H -4.66 -2.71 0.87  0.09
C -0.71 -4.06 1.36  -0.14
C -6.11 2.63 0.03  -0.06
H 2.38 -2.15 5.96  0.10
H -2.24 2.01 -4.14  0.10
H 3.78 -1.27 5.34  0.08
C -1.29 3.05 -5.76  -0.05
H -0.30 8.08 2.12  0.13
C 4.86 0.01 -0.09  -0.10
H 0.19 -5.35 2.83  0.12
N 2.07 -0.10 -0.24  -0.01
H 1.18 -2.25 -2.84  0.06
H -4.11 2.92 0.77  0.10
C 6.86 -1.26 -0.74  -0.01
C -1.68 -5.17 -2.21  -0.11
C -6.41 2.92 -2.34  -0.05
C -2.45 5.98 0.56  -0.11
H 1.70 -2.99 -1.31  0.06
H -0.61 5.89 -3.23  0.11

Properties
E: -90179.030 eV
LUMO energy (spin up / spin down): -14.023 / -14.035 eV
Orbital gap (spin up / spin down): 3.843 / 3.831 eV
Total charge: +4
E_HOMO (spin up / spin down): -0.6566 / -0.6566 Ha



Record 2
Formula: C4H5N2
Source: OMol25
Level of theory: ωB97M-V/def2-TZVPD

Each line ends with the natural charge from an NBO analysis.
Cartesian coordinates (Å):
C -0.68 -0.51 0.46  0.39
C 0.61 -1.11 -0.06  -0.29
C -1.49 0.81 -0.45  0.26
H 2.06 0.69 -0.03  0.45
N -1.86 -0.38 -0.10  -0.29
H 1.10 -1.80 0.68  0.29
C 0.00 0.78 0.54  -0.07
N 1.08 0.28 -0.16  -0.56
H 0.66 -1.72 -0.95  0.27
H 0.25 1.60 1.33  0.32
H -1.72 1.36 -1.27  0.25

Properties
E: -7196.312 eV
LUMO energy: -5.984 eV
Orbital gap: 9.125 eV
Total charge: +1
E_HOMO: -0.5553 Ha
Relative energy (zero: lowest compared OMol25 entry of this formula, charge and spin): 4.239 eV